Record 1
Here is C33H46AuBrN4O2PS as an isolated structure at a distorted geometry from the Open Molecules 2025 dataset. Energies are from wB97M-V/def2-TZVPD.

Properties
multiplicity: 3
HOMO level (spin up / spin down): -16.0 / -16.2 eV
gap between HOMO and LUMO (spin up / spin down): 7.97 / 5.08 eV
energy above the lowest of the compared OMol25 structures with the same formula, charge and spin: 76.2 kJ/mol
total charge: +3

Atoms and positions in Å:
Au  0.420  1.079  -1.411
C  -1.640  3.340  -3.173
O  -1.344  2.865  -1.868
C  -2.195  3.163  -0.873
C  -3.344  3.909  -0.996
C  -4.161  4.121  0.123
Br  -5.725  5.168  -0.044
C  -3.853  3.555  1.362
C  -2.702  2.800  1.530
C  -1.798  2.608  0.412
O  -0.711  1.987  0.521
C  -2.347  2.196  2.790
N  -1.254  1.434  2.952
C  -1.182  0.985  4.241
C  -0.257  0.183  4.896
C  -0.486  -0.054  6.235
C  -1.601  0.486  6.898
C  -2.534  1.270  6.251
C  -2.313  1.516  4.904
N  -3.002  2.247  3.964
H  -2.613  2.971  -3.507
H  -0.857  2.954  -3.820
H  -1.625  4.433  -3.192
H  -3.637  4.340  -1.941
H  -4.537  3.712  2.183
H  -0.597  1.309  2.181
H  0.595  -0.221  4.374
H  0.210  -0.660  6.794
H  -1.722  0.281  7.949
H  -3.388  1.682  6.763
H  -3.854  2.748  4.170
C  4.609  0.679  0.985
C  3.408  1.364  0.346
C  3.842  2.524  -0.538
C  2.435  1.834  1.426
P  2.432  0.094  -0.674
C  2.045  -1.235  0.497
C  2.964  -2.224  0.853
C  2.612  -3.186  1.782
C  1.358  -3.168  2.369
C  0.444  -2.180  2.031
C  0.786  -1.220  1.096
C  3.210  -0.652  -2.222
C  2.987  0.362  -3.343
C  4.695  -0.964  -2.098
C  2.406  -1.925  -2.484
H  5.158  1.426  1.557
H  5.292  0.270  0.248
H  4.308  -0.109  1.672
H  4.283  3.301  0.084
H  3.000  2.966  -1.070
H  4.602  2.220  -1.253
H  2.929  2.559  2.068
H  2.121  0.999  2.050
H  1.557  2.308  0.991
H  3.954  -2.248  0.425
H  3.322  -3.954  2.049
H  1.091  -3.927  3.086
H  -0.530  -2.172  2.497
H  0.081  -0.448  0.809
H  3.478  1.307  -3.123
H  1.921  0.548  -3.497
H  3.402  -0.011  -4.276
H  5.293  -0.065  -1.973
H  5.016  -1.442  -3.023
H  4.910  -1.655  -1.287
H  1.333  -1.735  -2.402
H  2.667  -2.711  -1.780
H  2.622  -2.290  -3.485
C  -4.085  -3.328  -1.885
N  -2.877  -2.619  -1.509
C  -2.746  -2.367  -0.091
C  -2.115  -1.946  -2.394
S  -1.784  -0.301  -1.954
N  -1.723  -2.487  -3.531
C  -1.785  -3.916  -3.769
C  -1.145  -1.730  -4.618
H  -4.941  -2.825  -1.428
H  -4.055  -4.355  -1.518
H  -4.239  -3.326  -2.959
H  -3.076  -3.259  0.438
H  -3.356  -1.524  0.240
H  -1.705  -2.168  0.159
H  -1.866  -4.463  -2.833
H  -0.869  -4.224  -4.272
H  -2.625  -4.178  -4.413
H  -1.313  -0.664  -4.485
H  -1.605  -2.045  -5.555
H  -0.072  -1.919  -4.687

Record 2
Here is C33H46BIrN7S3 as an isolated structure from the Open Molecules 2025 dataset. Energies are from wB97M-V/def2-TZVPD.

Properties
multiplicity: 2
HOMO level (spin up / spin down): -20.1 / -20.1 eV
gap between HOMO and LUMO (spin up / spin down): 5.70 / 4.67 eV
energy above the lowest of the compared OMol25 structures with the same formula, charge and spin: 0.0 kJ/mol
total charge: +4

Atoms and positions in Å:
Ir  -0.650  -0.250  -2.915
C  4.550  0.101  -2.048
C  3.434  0.462  -1.131
C  3.620  1.191  0.028
C  2.542  1.551  0.847
N  1.288  1.102  0.557
N  1.097  0.426  -0.520
B  -0.333  -0.191  -0.765
N  -0.337  -1.628  -0.138
N  0.342  -1.837  0.965
C  0.268  -3.044  1.532
C  -0.577  -4.028  0.992
C  -1.285  -3.820  -0.179
C  -2.163  -4.851  -0.811
C  -1.076  -2.559  -0.742
S  -1.675  -2.053  -2.325
C  1.138  -3.262  2.757
C  2.574  -2.841  2.410
C  1.126  -4.726  3.197
C  0.586  -2.381  3.888
N  -1.442  0.693  -0.133
N  -1.669  0.500  1.155
C  -2.566  1.268  1.763
C  -3.200  2.307  1.058
C  -2.987  2.503  -0.292
C  -3.684  3.557  -1.090
C  -2.080  1.605  -0.869
S  -1.812  1.576  -2.613
C  -2.834  0.958  3.226
C  -1.553  1.265  4.016
C  -3.995  1.788  3.772
C  -3.178  -0.537  3.337
C  2.084  0.120  -1.409
S  1.619  -0.592  -2.882
C  2.664  2.375  2.092
C  2.517  1.365  3.263
C  4.019  3.076  2.183
C  1.523  3.403  2.161
H  5.499  0.459  -1.655
H  4.405  0.543  -3.037
H  4.619  -0.983  -2.171
H  4.615  1.527  0.290
H  -0.646  -4.990  1.484
H  -2.112  -5.787  -0.260
H  -1.862  -5.054  -1.841
H  -3.204  -4.521  -0.816
H  2.987  -3.448  1.603
H  3.204  -2.989  3.287
H  2.626  -1.786  2.136
H  1.483  -5.398  2.414
H  0.136  -5.053  3.523
H  1.792  -4.843  4.051
H  0.575  -1.329  3.603
H  1.222  -2.493  4.766
H  -0.424  -2.681  4.172
H  -3.890  2.955  1.583
H  -4.303  4.176  -0.445
H  -4.334  3.110  -1.846
H  -2.967  4.209  -1.594
H  -1.290  2.323  3.958
H  -0.717  0.667  3.653
H  -1.718  1.025  5.066
H  -3.778  2.858  3.781
H  -4.179  1.498  4.805
H  -4.921  1.616  3.218
H  -2.368  -1.162  2.958
H  -4.101  -0.775  2.806
H  -3.330  -0.786  4.387
H  3.333  0.641  3.273
H  1.562  0.841  3.222
H  2.557  1.933  4.193
H  4.849  2.375  2.282
H  4.029  3.701  3.075
H  4.201  3.730  1.327
H  0.540  2.933  2.125
H  1.607  4.146  1.366
H  1.603  3.928  3.113
C  -0.267  0.849  -9.283
C  -0.352  0.664  -7.810
C  -1.077  1.532  -6.986
C  -1.123  1.331  -5.628
N  -0.485  0.308  -5.018
C  0.226  -0.534  -5.808
C  0.301  -0.398  -7.170
H  -0.911  1.652  -9.631
H  -0.538  -0.075  -9.796
H  0.764  1.083  -9.563
H  -1.620  2.366  -7.410
H  -1.707  2.003  -5.019
H  0.719  -1.370  -5.327
H  0.871  -1.121  -7.739

Among the records above, which one has the highest multiplicity?
C33H46AuBrN4O2PS

Among the records above, which one has the lowest energy above the lowest of the compared OMol25 structures with the same formula, charge and spin?
C33H46BIrN7S3

Which of these has the highest total charge?
C33H46BIrN7S3

Which of these has the highest total charge?
C33H46BIrN7S3